{
  "formula": "C34H61F15O26S5",
  "method": "ωB97M-V/def2-TZVPD",
  "symbols": ["H", "H", "H", "H", "O", "H", "F", "H", "O", "C", "H", "C", "C", "H", "C", "H", "H", "S", "C", "H", "F", "H", "O", "O", "H", "O", "H", "O", "H", "C", "C", "C", "H", "C", "H", "H", "F", "O", "H", "H", "F", "H", "C", "O", "O", "H", "S", "C", "H", "H", "H", "F", "H", "H", "H", "F", "O", "F", "H", "C", "C", "H", "H", "H", "C", "C", "O", "H", "H", "H", "H", "H", "H", "F", "O", "H", "H", "F", "C", "H", "H", "C", "O", "H", "F", "O", "C", "O", "H", "C", "H", "F", "F", "O", "O", "C", "C", "S", "O", "C", "H", "O", "H", "S", "C", "H", "F", "C", "O", "H", "H", "C", "C", "H", "O", "C", "H", "H", "O", "F", "H", "C", "H", "H", "H", "C", "H", "H", "C", "H", "C", "C", "S", "F", "O", "C", "O", "O", "O", "H", "C"],
  "coordinates": [[-2.719161, -5.487774, -0.989151], [-5.834356, -0.625222, 2.231681], [3.487032, 1.343110, -2.118720], [4.659598, -1.173151, -1.502854], [-1.192533, -2.081795, -7.505823], [-0.540990, 4.063209, -2.557498], [-3.026563, 2.842453, -0.950885], [-1.693914, -3.155920, -0.407792], [1.349750, -3.651730, -2.438584], [3.217939, 1.000279, 4.329859], [-5.280525, 1.847202, 2.785113], [-2.684018, -4.376704, 2.377888], [4.328064, -2.200025, -1.263277], [-4.695954, -0.468821, 0.906296], [3.947951, 1.788128, -1.227412], [6.439101, 4.750388, 1.357226], [-2.657383, 2.842335, -3.556132], [5.566726, -0.695088, 2.866962], [-3.169950, 3.789831, 0.016754], [2.280904, 1.154576, 4.892827], [-3.200635, -2.698687, -2.131520], [7.887689, -0.741633, 3.513508], [5.861778, 2.571821, -2.897051], [-1.881495, -5.188628, 2.703050], [7.688219, 2.668983, 0.535414], [2.083522, -1.835259, -0.894581], [-0.200623, -4.500344, -7.169264], [-2.760623, -3.832231, 1.177300], [7.392877, -0.507401, 1.776392], [-3.009021, 3.609979, -4.250376], [0.636599, -1.880894, 3.166930], [-0.864966, 0.057520, 0.991676], [7.415347, 0.881276, 3.084971], [3.247205, -2.305830, -0.182466], [3.434445, -1.537441, 0.569701], [0.029276, 2.515713, -3.244782], [-5.037103, -4.279994, 2.934215], [-0.266864, 3.335190, 3.167549], [-4.817328, -5.067145, 0.387513], [7.074409, 3.613680, 2.537488], [-4.484228, -0.989881, -2.176578], [0.650243, 5.123049, 2.794699], [-0.248270, -0.682153, 3.121456], [0.118730, 2.620828, 5.569659], [1.786289, -1.304392, -3.248286], [2.961202, 0.964649, 3.276522], [-1.695650, 4.749789, -4.644520], [1.865630, 3.422406, 2.230309], [5.370786, 3.752470, 2.169923], [-5.855366, -5.755733, -0.862321], [1.406800, 4.211089, 4.113182], [-2.061168, 4.497169, 0.195115], [3.845433, 1.061150, -0.438040], [-3.393761, 3.070605, -5.158364], [-2.054339, 5.026924, 4.117268], [-0.894149, 0.593831, -7.192382], [-2.024228, -0.369037, 1.052417], [-1.145701, 0.440910, -1.322608], [1.761991, -1.750036, 3.223355], [6.606410, 2.644438, 0.718028], [-0.921977, -1.718873, -6.406148], [-6.389554, -5.782406, 0.839446], [-1.563615, -6.286096, 0.114188], [3.458947, 2.728649, -0.912235], [7.244175, -0.176257, 2.798026], [-5.363840, 0.084494, 1.515438], [5.498826, -2.136473, 2.553864], [3.356221, -1.191272, 4.548948], [-1.098208, 5.096856, 5.659283], [-0.121760, -0.042385, 3.943402], [1.663699, 4.098032, -1.824207], [5.154192, -2.842425, -1.152690], [2.341244, 3.469892, -3.340731], [-0.579654, 2.052579, -0.153276], [-3.822766, 3.824382, 2.336117], [2.821602, 4.002622, 2.051246], [0.369655, -2.501063, 4.072612], [0.985903, 0.574077, -0.412505], [-4.597494, 1.208341, 2.233370], [-3.790917, 0.942859, 2.912640], [-2.661279, 4.205117, 5.611286], [-3.853439, -3.870649, 3.343508], [-1.897155, 5.320795, -5.948457], [-0.216158, -5.638692, -5.777809], [0.612729, -0.038767, -5.858884], [-0.304111, 3.988952, -4.627818], [-3.650228, 3.160647, 1.326981], [6.041153, 3.034216, -0.556352], [-0.683560, -4.030178, 0.760977], [0.936052, 4.108916, 3.164375], [-6.109923, 0.471469, 0.845376], [-4.110667, 4.658514, -0.333728], [-4.208581, -2.204684, -3.926329], [4.860071, 0.195413, 1.955367], [-0.765853, -2.409696, -5.288113], [-1.073673, -3.782874, -5.276700], [-5.418121, -3.274854, -2.090986], [2.080325, -2.431206, -2.392616], [-5.958495, -4.080830, -2.799490], [-0.650369, -0.214725, -6.145862], [-3.851561, 4.198765, -3.841360], [0.089891, 0.003104, 1.892219], [3.897411, 1.840618, 4.443168], [5.653950, 2.009244, -1.573756], [-0.368030, 0.740453, -0.258911], [-6.866643, -3.373571, 0.736128], [-1.392650, 0.190515, -5.033553], [-5.862165, -5.219362, 0.058479], [-1.667592, 5.662137, -3.493122], [-1.295426, -0.942725, 2.973729], [2.136821, 2.422368, 2.490627], [6.343654, 3.734147, 1.731658], [0.097664, 3.589885, -3.262894], [0.938103, -4.363528, -5.816816], [3.613728, -2.776689, -2.426857], [-1.749917, -5.358473, -0.467492], [3.938420, -0.353927, 5.888765], [1.582019, 5.160404, -3.210186], [-1.866298, 2.025030, 4.272940], [-3.937667, -2.533359, 3.340755], [0.389661, -2.543379, 2.285039], [-0.106618, -4.592539, -6.031585], [-2.177883, -3.925488, -5.547316], [-7.409733, -4.027703, -0.850441], [1.424506, 3.287227, 1.217991], [-6.568147, -3.933731, -0.136753], [3.015971, -3.258675, 0.240361], [-0.910400, -3.940553, -4.235914], [-4.356507, -2.242203, -2.601030], [-1.007096, -5.349573, -1.257955], [-1.683212, -4.060133, 0.265506], [-1.757166, 4.500632, 5.057124], [-0.858293, 2.996072, 4.574658], [-3.655866, -4.342959, 4.555149], [5.227666, -0.443020, 4.315807], [3.879155, -0.293734, 4.814864], [6.255381, 0.675634, -1.387904], [-5.647286, -3.048502, -0.781866], [-3.926470, 1.899204, 1.160133], [6.289508, 1.594805, 0.908244], [1.524642, 4.109131, -2.930130]],
  "forces_ev_per_a": [[0.3423, 0.1072, 0.3084], [0.2544, 0.5874, -0.3585], [0.0396, 0.3374, 0.1329], [-0.3351, -0.4594, 0.2647], [-0.3180, -0.7174, -0.3295], [-0.7825, 0.0886, 0.4306], [0.1567, 1.2611, 0.4946], [-0.2335, -1.1585, 0.5746], [-0.2015, 0.1301, -0.2986], [-0.3074, -0.6534, 0.2490], [0.0490, 0.4301, -0.1964], [-0.7213, 0.1509, -0.1700], [-1.4292, -0.1618, -0.7185], [0.8126, -0.6512, -0.4854], [-0.8756, 0.2668, -0.2615], [0.4968, -0.1239, -0.5218], [-0.0444, 0.3355, 0.1376], [0.2069, -1.9618, -3.1832], [-0.2666, -0.3876, 0.0703], [0.4593, 0.1187, -0.0678], [1.0397, -0.3528, 0.5677], [-0.6710, -0.0246, -0.7256], [-0.5271, -0.0300, 1.7730], [0.4642, -0.3650, 0.7742], [-0.1526, -0.3893, 0.0726], [-0.3449, -0.4677, -0.3965], [-0.0945, -0.1025, 1.5928], [-0.5993, 0.6484, 0.4990], [0.9201, 0.5656, -0.2841], [-0.6240, -1.0299, -1.0944], [0.4415, -2.4760, 0.4565], [-2.6239, -1.5879, 0.2041], [-0.5320, -0.5010, -0.8331], [0.3555, 2.0917, -0.4117], [-0.0454, -0.3562, 0.2449], [-0.0326, -0.4042, 0.1296], [-0.8535, -0.7742, -0.5051], [0.3823, -0.0043, 0.6907], [-0.6113, 0.0425, -0.0812], [-0.1249, 0.0618, -0.0056], [-0.6210, -0.0858, 0.1919], [0.3146, -0.6735, 0.2461], [-0.1361, -0.8844, -1.3832], [0.1561, 0.7765, -0.8744], [0.0501, -1.6157, 0.7303], [0.0828, -0.3603, 0.0089], [-0.5185, 2.6933, 1.1886], [1.3098, 0.7013, -2.4427], [-0.8675, -0.5296, 0.3228], [0.0098, -0.6008, -0.5656], [-0.0631, -0.1006, 1.0960], [0.5314, -0.3980, -0.2852], [0.1599, -0.1748, 0.4735], [0.6552, 0.6436, 0.6542], [0.2062, -0.4942, 0.7656], [-0.6671, -0.7801, 0.7221], [2.8230, 0.9357, 0.0900], [1.5133, -1.0712, 0.3247], [-1.4301, 0.3501, -0.2969], [0.9987, -0.0893, -0.2470], [0.0364, 0.8356, 0.0658], [0.2248, -0.1972, -0.2782], [-0.1446, 0.8522, 0.0554], [0.3039, -0.4384, -0.4689], [0.5849, -0.5461, 1.4602], [0.1331, -0.1776, 1.5599], [-0.0083, 2.4727, 0.6920], [-0.5236, -0.3616, -0.4624], [0.2034, 0.3947, 0.2803], [0.1258, 1.1564, 0.9007], [-0.2990, -0.1345, -0.5992], [1.0411, -0.6456, 0.4088], [-0.6339, 0.7647, -0.0707], [0.5491, 0.9657, 0.7876], [0.4135, -0.6395, -1.2979], [-1.0219, -0.4810, 0.4216], [0.2192, 0.6070, -0.8097], [-1.8071, -0.0668, -0.6124], [-0.3547, -0.7523, -0.2797], [-0.2128, -0.5955, 0.1092], [0.5304, -0.0764, -0.2282], [0.8950, 0.1929, -1.1535], [0.3601, -0.9002, 0.6001], [-0.2240, -0.3161, 0.0186], [1.1436, 0.0433, 0.5602], [-0.5214, -0.3293, 0.4391], [-0.2963, 0.6124, 1.7037], [0.8237, 1.9622, 1.7352], [-0.8799, 0.1208, 0.2354], [0.0694, 1.2441, -1.6169], [-0.4737, 0.4350, -0.0607], [-0.4322, 0.1112, -0.7185], [-0.7647, -0.2040, -0.0258], [-0.0113, -0.6319, 0.8564], [-0.0249, 1.9569, -0.8030], [-1.5922, -0.1527, 0.2361], [-1.1519, 0.9020, 0.2010], [0.1205, 2.0335, 0.0914], [0.5807, 0.3871, 0.4593], [-0.7655, 0.6070, 0.9246], [0.7378, -0.1927, -0.0477], [-0.0939, 0.6676, 0.0526], [-0.0225, 0.1328, 0.3071], [-0.1792, -3.7717, -4.5016], [0.0012, 1.0659, -1.1709], [-0.0724, -0.2128, 0.3952], [0.6056, -0.1059, -1.5195], [0.2137, -0.6334, 1.5727], [-0.1335, -0.9838, -1.3595], [0.0171, -0.2257, 0.6706], [0.0487, -0.4061, 0.6750], [0.1625, -0.1047, 0.4417], [1.7798, 0.2941, -0.4057], [-0.1198, 0.3337, 0.3169], [0.4808, 0.1642, 0.0068], [-0.9137, -1.1515, -0.8198], [0.4726, 0.3286, 0.3448], [0.2557, -0.1393, -0.2839], [0.0200, -0.2318, -0.1597], [0.5832, 0.1209, 0.4201], [0.4874, 0.6530, 0.8267], [0.8132, -0.7890, -2.7836], [1.5829, 0.0541, 0.2346], [0.0869, -0.1512, 0.6841], [-0.0142, 0.3816, 0.5660], [-0.4660, 0.6030, -1.3054], [0.3682, -0.7905, 0.1708], [-0.3917, -0.7846, 0.9031], [0.5352, -0.2330, -0.2833], [0.2616, 0.1317, -0.1238], [1.7106, 1.0647, -0.4920], [0.0723, -0.2703, -1.0440], [-2.3853, -0.7487, 1.2253], [0.2389, 0.2091, 0.4453], [0.0129, 0.6997, 2.1287], [-0.6825, 0.4367, -0.3557], [-0.4098, 1.9573, 0.6883], [0.9900, 0.7539, -1.6334], [-0.2922, 0.3032, -0.2546], [0.0712, 1.0481, 0.3827], [-0.2243, -0.8134, 0.3088]],
  "charge": 0,
  "orbital_gap_ev": 10.44,
  "smiles": "CCOC(=O)C(F)(F)F.CCOC(=O)C(F)(F)F.CCOC(=O)C(F)(F)F.CCOC(=O)C(F)(F)F.CCOC(=O)C(F)(F)F.CCOS(C)(=O)=O.CCOS(C)(=O)=O.CCOS(C)(=O)=O.CCOS(C)(=O)=O.O=S1(=O)OCCO1",
  "lumo_energy_ha": -0.004
}